21
Properties=species:S:1:pos:R:3 method="wB97M-V/def2-TZVPD" e_tot_ha=-274.98318 e_lumo_ha=0.043 gap_ev=9.4 total_charge=0 e_above_lowest_kcal_mol=83.50
H 3.06 -0.31 0.45
H 1.56 1.62 0.77
C -3.24 0.32 0.32
H -0.73 -1.97 -1.02
H -0.73 1.34 1.21
C 0.18 -1.45 -0.70
H 0.87 -1.51 -1.55
C 1.46 1.03 -0.14
C -2.26 -0.39 0.88
H 3.60 1.03 -0.56
C -0.52 0.30 0.98
H -0.04 -0.27 1.77
H 1.25 1.75 -0.93
H -3.03 1.23 -0.25
H -0.65 0.51 -1.15
C 2.77 0.32 -0.40
H -2.49 -1.30 1.43
C -0.12 -0.02 -0.36
H 0.62 -1.99 0.14
H 2.73 -0.31 -1.30
H -4.29 0.05 0.40